# 1
Here is a structure of composition C26H20N8O7S2Sn from the OMol25 dataset. Energies are from ωB97M-V/def2-TZVPD.

Values from the calculation:
- Relative energy (zero: lowest compared OMol25 entry of this formula, charge and spin): 1.7 kJ/mol
- E_HOMO (spin up / spin down): -14.6 / -14.2 eV
- Net charge: +2
- Spin multiplicity: 1

Cartesian coordinates (Å):
1 Sn -0.490 -0.130 -0.101
2 S -1.186 -2.311 -1.734
3 S 0.968 -2.232 1.030
4 O -1.842 -2.751 -2.909
5 O 5.045 3.571 0.868
6 O 1.450 -1.099 0.144
7 O -0.174 -1.198 -1.959
8 O 1.890 -2.544 2.069
9 O -2.015 -1.761 -0.638
10 O -0.361 -1.702 1.471
11 N 0.368 2.854 3.169
12 N 0.816 1.328 -1.291
13 N 1.442 3.107 -2.472
14 N 2.158 2.015 -2.829
15 N 1.153 1.818 3.538
16 N 6.973 4.604 0.525
17 N 0.183 1.165 1.729
18 N 6.695 4.714 1.801
19 C 4.626 3.019 -1.889
20 C 5.532 4.078 2.019
21 C -0.207 2.425 2.079
22 C 5.368 4.567 4.391
23 C 0.263 -6.031 -1.349
24 C 1.126 -5.993 -0.276
25 C 6.893 3.860 -2.294
26 C 5.825 3.592 -1.418
27 C 6.760 3.526 -3.626
28 C 0.632 2.654 -1.556
29 C 0.647 -3.652 0.030
30 C 1.982 1.904 4.732
31 C 3.221 2.149 -3.810
32 C 4.871 3.898 3.256
33 C 5.968 3.924 -0.051
34 C 1.776 0.955 -2.128
35 C 4.726 4.399 5.599
36 C -0.412 -4.880 -1.748
37 C -0.237 -3.684 -1.073
38 C 5.578 2.958 -4.083
39 C 3.619 3.562 5.683
40 C 1.322 -4.798 0.412
41 C 3.753 3.047 3.352
42 C 3.135 2.868 4.567
43 C 4.498 2.711 -3.222
44 C 1.039 0.812 2.681
45 H 7.797 4.314 -1.913
46 H 5.486 2.711 -5.134
47 H -0.931 3.008 1.533
48 H 1.652 -6.882 0.040
49 H -0.100 3.276 -1.067
50 H 5.078 4.918 6.479
51 H 7.571 3.711 -4.316
52 H 1.555 -0.134 2.771
53 H -1.086 -4.905 -2.592
54 H 6.234 5.209 4.297
55 H 1.343 2.202 5.561
56 H 2.350 0.898 4.937
57 H 0.102 -6.953 -1.891
58 H 2.178 -0.042 -2.226
59 H 2.843 2.820 -4.581
60 H 3.812 2.855 -1.196
61 H 1.998 -4.755 1.254
62 H 3.121 3.441 6.638
63 H 3.397 2.536 2.466
64 H 3.392 1.175 -4.269


# 2
Here is a structure of composition C26H21AuClN2O3 from the OMol25 dataset. Energies are from ωB97M-V/def2-TZVPD.

Values from the calculation:
- Relative energy (zero: lowest compared OMol25 entry of this formula, charge and spin): 0.0 kJ/mol
- E_HOMO: -4.2 eV
- Net charge: -1
- Spin multiplicity: 1

Cartesian coordinates (Å):
1 Au -0.056 -0.556 0.910
2 Cl 4.197 3.686 5.115
3 O -0.205 -2.739 0.750
4 O -0.065 -4.664 -0.407
5 O 2.076 0.475 0.683
6 N -2.483 -0.255 0.902
7 N -0.464 1.642 1.280
8 C -2.159 3.375 1.054
9 C 1.752 -1.262 -3.620
10 C 3.521 2.715 3.808
11 C 3.831 0.968 2.176
12 C -4.510 2.849 0.789
13 C 0.274 2.284 2.132
14 C -1.792 2.048 1.103
15 C 2.550 -1.664 -2.556
16 C 2.916 -2.772 -0.314
17 C 2.343 -0.507 -4.790
18 C -2.835 1.062 0.932
19 C -5.159 0.442 0.766
20 C 0.665 -2.672 -1.458
21 C 1.673 2.122 2.360
22 C -3.509 3.769 0.889
23 C 2.236 2.891 3.415
24 C 0.077 -3.440 -0.292
25 C 0.400 -1.595 -3.592
26 C -3.402 -1.177 0.874
27 C 4.333 1.730 3.185
28 C -1.620 -2.670 -2.524
29 C -4.183 1.468 0.815
30 C 2.027 -2.367 -1.471
31 C 2.487 1.145 1.668
32 C -4.785 -0.864 0.834
33 C -0.155 -2.302 -2.528
34 H 1.619 3.637 3.912
35 H 4.443 0.216 1.686
36 H -3.748 4.828 0.857
37 H -0.237 2.981 2.808
38 H 3.190 0.108 -4.475
39 H -6.206 0.718 0.673
40 H 3.613 -1.424 -2.564
41 H -5.551 3.155 0.710
42 H -1.742 -3.750 -2.394
43 H 2.702 -1.191 -5.566
44 H 2.606 -3.733 0.104
45 H -5.519 -1.662 0.821
46 H -2.141 -2.185 -1.691
47 H -0.240 -1.295 -4.418
48 H 3.958 -2.848 -0.635
49 H 5.354 1.596 3.524
50 H -1.382 4.127 1.130
51 H 1.599 0.150 -5.250
52 H -3.041 -2.209 0.848
53 H 2.855 -2.020 0.482
54 H -2.103 -2.365 -3.456


# 3
Here is a structure of composition C26H21BCl3O5S2 in a non-equilibrium geometry from the OMol25 dataset. Energies are from ωB97M-V/def2-TZVPD.

Values from the calculation:
- E_HOMO: -5.8 eV
- Net charge: -1
- Spin multiplicity: 1

Cartesian coordinates (Å):
1 Cl 2.844 -0.860 2.461
2 Cl 1.252 1.817 2.155
3 Cl 0.100 -0.608 3.647
4 S 1.041 0.569 -2.152
5 S -1.770 0.840 -2.128
6 O 0.673 -0.567 0.881
7 O -2.208 1.880 -1.192
8 O 0.877 1.968 -1.835
9 O -2.677 -0.178 -2.614
10 O 1.024 0.247 -3.581
11 C 4.546 -1.337 -1.089
12 C -0.375 -0.144 -1.126
13 C -1.282 1.837 -3.570
14 C -1.589 0.072 1.058
15 C -0.577 -1.580 -1.404
16 C -0.313 0.154 0.226
17 C -2.159 1.268 1.466
18 C -2.041 -1.115 1.705
19 C 5.036 -0.440 -0.121
20 C 2.657 0.147 -1.492
21 C -0.897 3.489 -5.792
22 C 3.386 -1.005 -1.815
23 C -0.928 4.041 -4.507
24 C 3.187 1.043 -0.566
25 C 0.246 -2.257 -2.270
26 C 4.343 0.749 0.159
27 C -1.015 -4.303 -2.013
28 C -1.266 1.284 -4.854
29 C -1.660 -2.262 -0.863
30 C -3.852 0.113 2.756
31 C 0.047 -3.611 -2.578
32 C -1.128 3.213 -3.402
33 C -1.926 -3.589 -1.232
34 C -1.083 2.112 -5.964
35 C -3.360 1.296 2.218
36 C -3.207 -1.090 2.505
37 B 1.193 -0.098 2.249
38 H -3.797 2.281 2.395
39 H 5.937 -0.678 0.455
40 H -2.910 -4.014 -0.990
41 H 0.664 -4.083 -3.346
42 H -3.564 -1.999 2.997
43 H 0.880 -1.730 -2.977
44 H -1.087 1.668 -6.964
45 H 5.056 -2.302 -1.264
46 H 3.039 -1.638 -2.629
47 H -1.171 3.635 -2.401
48 H -0.092 1.281 0.091
49 H 4.646 1.434 0.963
50 H -1.404 0.211 -4.970
51 H -1.592 2.168 1.246
52 H 2.670 1.976 -0.382
53 H -2.395 -1.678 -0.290
54 H -4.747 0.172 3.367
55 H -0.729 4.133 -6.659
56 H -0.804 5.116 -4.346
57 H -1.160 -5.370 -2.159
58 H -1.500 -2.054 1.639


# 4
Here is a structure of composition C26H21BiCl2N2O4P in a non-equilibrium geometry from the OMol25 dataset. Energies are from ωB97M-V/def2-TZVPD.

Values from the calculation:
- Relative energy (zero: lowest compared OMol25 entry of this formula, charge and spin): 0.0 kJ/mol
- E_HOMO: -11.9 eV
- Net charge: +1
- Spin multiplicity: 1

Cartesian coordinates (Å):
1 Bi -1.772 0.662 1.160
2 Cl 1.267 -1.658 4.414
3 Cl -0.955 -3.583 4.734
4 P 0.588 1.222 0.080
5 O -0.403 -0.904 1.986
6 O -1.894 1.092 -0.994
7 O -2.123 -1.275 3.352
8 O -3.143 2.971 -1.190
9 N -3.848 -4.772 -1.440
10 N -2.520 -1.287 0.343
11 C -2.422 -2.892 -1.389
12 C 1.703 2.044 2.433
13 C -0.798 3.166 -1.446
14 C 1.453 -1.316 -0.459
15 C -3.414 -3.656 -0.789
16 C -3.509 -1.980 0.886
17 C 1.556 3.473 -1.170
18 C -0.057 -2.539 3.604
19 C 0.813 -1.174 -3.187
20 C 1.437 4.678 -1.862
21 C -0.993 -1.491 3.013
22 C 0.397 2.739 -0.910
23 C 4.041 1.910 2.929
24 C -0.932 4.350 -2.145
25 C 1.914 1.476 1.204
26 C 0.974 -0.138 -1.023
27 C 2.776 2.268 3.328
28 C 3.218 1.076 0.848
29 C -2.005 -1.761 -0.796
30 C 1.346 -2.334 -2.635
31 C 4.287 1.354 1.695
32 C -3.947 -3.179 0.408
33 C 1.614 -2.439 -1.275
34 C -2.091 2.411 -1.198
35 C 0.191 5.146 -2.281
36 C 0.619 -0.078 -2.362
37 H 1.551 -3.203 -3.272
38 H 0.578 -1.135 -4.235
39 H 1.724 -1.346 0.607
40 H 0.093 6.112 -2.728
41 H 0.346 -3.236 2.876
42 H 2.526 3.103 -0.806
43 H 2.111 -3.290 -0.826
44 H 2.344 5.277 -2.054
45 H 4.862 2.075 3.627
46 H 3.349 0.631 -0.109
47 H -4.524 -5.397 -1.098
48 H 2.565 2.701 4.331
49 H -1.177 -1.194 -1.265
50 H -3.433 -5.019 -2.332
51 H 5.259 1.087 1.445
52 H -3.930 -1.589 1.821
53 H -1.910 4.606 -2.498
54 H 0.723 2.345 2.762
55 H -1.945 -3.185 -2.318
56 H -4.675 -3.749 0.976
57 H 0.199 0.825 -2.771


# 5
Here is a structure of composition C26H22BBrCaClN6O6S2 from the OMol25 dataset. Energies are from ωB97M-V/def2-TZVPD.

Values from the calculation:
- Relative energy (zero: lowest compared OMol25 entry of this formula, charge and spin): 7.6 kJ/mol
- E_HOMO: -5.6 eV
- Net charge: -1
- Spin multiplicity: 1

Cartesian coordinates (Å):
1 Br 1.482 7.344 -1.705
2 Ca 0.097 -0.315 0.701
3 Cl 0.696 -0.566 -5.755
4 S 0.443 -0.054 3.537
5 S -1.656 -2.539 0.856
6 O 4.074 -0.385 -0.941
7 O -1.910 3.537 0.030
8 O 2.207 -0.916 0.179
9 O 4.733 -0.622 -3.407
10 O -0.776 1.635 0.278
11 O 3.739 -0.772 -5.379
12 N 2.212 -2.112 3.451
13 N -2.257 -1.920 3.460
14 N 0.711 -0.606 -1.929
15 N 0.161 -0.554 -3.153
16 N 0.158 -2.798 3.738
17 N -3.285 -0.663 2.002
18 C -3.435 -1.232 -2.780
19 C 2.347 -0.650 -3.485
20 C -3.980 -0.149 -3.451
21 C 2.867 -0.663 -0.857
22 C -2.058 -1.380 -2.700
23 C -3.660 -0.221 3.252
24 C 0.973 -3.902 3.650
25 C 1.563 5.543 -1.095
26 C 1.112 -0.583 -4.109
27 C 2.795 4.916 -1.011
28 C 2.019 -0.660 -2.111
29 C 3.359 -1.232 3.346
30 C -2.424 -1.698 2.147
31 C 0.395 4.893 -0.750
32 C 1.673 2.938 -0.215
33 C 0.923 -1.705 3.565
34 C -1.778 0.672 -3.953
35 C -3.684 -0.056 0.747
36 C -1.248 -0.422 -3.288
37 C 3.663 -0.683 -4.176
38 C -3.153 0.800 -4.039
39 C 2.248 -3.490 3.477
40 C -3.017 -1.005 4.146
41 C 0.444 3.573 -0.311
42 C 2.840 3.605 -0.563
43 C -0.875 2.880 0.034
44 B -1.344 -2.957 4.162
45 H -1.663 -4.076 3.867
46 H -4.073 -1.968 -2.307
47 H -3.748 -0.830 -0.014
48 H 4.512 -0.603 -2.419
49 H -1.451 -2.752 5.345
50 H 3.790 3.092 -0.489
51 H 3.698 5.442 -1.290
52 H -0.569 5.380 -0.811
53 H -1.117 1.415 -4.383
54 H -4.658 0.409 0.885
55 H -5.055 -0.036 -3.510
56 H 3.369 -0.545 4.191
57 H 3.170 -4.032 3.370
58 H -4.325 0.614 3.379
59 H -1.623 -2.210 -2.161
60 H -3.011 -0.984 5.220
61 H 0.562 -4.892 3.728
62 H 3.316 -0.675 2.416
63 H 1.765 1.917 0.138
64 H -2.958 0.701 0.443
65 H 4.257 -1.846 3.356
66 H -3.582 1.654 -4.546


# 6
Here is a structure of composition C26H22Br2N6O6S2Ta from the OMol25 dataset. Energies are from ωB97M-V/def2-TZVPD.

Values from the calculation:
- Relative energy (zero: lowest compared OMol25 entry of this formula, charge and spin): 18.5 kJ/mol
- E_HOMO (spin up / spin down): -5.9 / -7.7 eV
- Net charge: 0
- Spin multiplicity: 2

Cartesian coordinates (Å):
1 Ta -0.045 0.069 -0.190
2 Br 1.324 5.116 4.974
3 Br -2.131 -0.145 2.910
4 S -3.063 1.094 -1.812
5 S 2.827 1.110 1.429
6 O -1.926 2.477 0.018
7 O 3.145 -2.556 0.449
8 O 0.982 1.421 -1.200
9 O 1.534 -1.285 -0.438
10 O -0.268 1.519 1.164
11 O -1.377 -1.423 -0.169
12 N 0.268 -1.086 1.845
13 N 3.913 0.366 -0.885
14 N -0.376 -0.605 -2.279
15 N 5.089 1.898 0.336
16 N -1.812 5.863 2.429
17 N -1.099 -1.798 -2.399
18 C -0.082 -0.045 -3.416
19 C -1.866 1.296 -0.731
20 C -0.965 3.699 1.829
21 C -3.048 -3.610 0.086
22 C 1.176 1.827 -2.432
23 C 2.117 -1.933 0.540
24 C 1.358 -1.869 1.842
25 C -1.853 4.778 1.674
26 C 1.757 -2.606 2.934
27 C -2.402 -3.358 -1.120
28 C -3.953 -5.641 -0.823
29 C -0.539 -0.674 -4.695
30 C 1.998 3.069 -2.540
31 C -1.032 2.545 0.997
32 C -0.886 5.941 3.384
33 C -2.535 -4.252 -2.179
34 C -3.307 -5.390 -2.028
35 C 0.988 -2.543 4.084
36 C -0.164 -1.780 4.082
37 C 0.034 4.923 3.604
38 C 0.668 1.173 -3.502
39 C -0.494 -1.077 2.933
40 C 0.014 3.787 2.830
41 C 4.003 1.104 0.226
42 C -1.586 -2.138 -1.266
43 C -3.824 -4.750 0.231
44 H -0.157 -1.691 -4.776
45 H 0.733 2.991 2.967
46 H -3.408 -6.086 -2.852
47 H 5.861 1.839 -0.304
48 H -1.627 -0.748 -4.686
49 H 1.268 -3.098 4.969
50 H -0.214 -0.085 -5.549
51 H -4.331 -4.941 1.168
52 H -2.617 4.742 0.907
53 H 0.855 1.572 -4.487
54 H 5.208 2.405 1.194
55 H -4.559 -6.532 -0.709
56 H -2.027 -4.041 -3.110
57 H 3.145 -0.288 -0.980
58 H -0.817 -1.726 4.941
59 H 4.685 0.292 -1.524
60 H 2.213 3.319 -3.576
61 H 2.929 2.935 -1.986
62 H -2.946 -2.902 0.898
63 H -0.873 6.839 3.989
64 H 1.462 3.897 -2.072
65 H 2.653 -3.204 2.853


# 7
Here is a structure of composition C26H22Br2N6O6S2Ta from the OMol25 dataset. Energies are from ωB97M-V/def2-TZVPD.

Values from the calculation:
- Relative energy (zero: lowest compared OMol25 entry of this formula, charge and spin): 131.2 kJ/mol
- E_HOMO (spin up / spin down): -6.1 / -8.5 eV
- Net charge: 0
- Spin multiplicity: 2

Cartesian coordinates (Å):
1 Ta -0.269 -0.104 -0.292
2 Br -0.200 -3.395 -2.377
3 Br -0.243 7.971 -2.222
4 S 1.551 -0.157 -2.210
5 S 2.446 3.788 2.098
6 O -2.008 0.197 0.517
7 O 0.455 -1.779 0.451
8 O -0.484 1.568 -1.374
9 O 1.309 2.857 -1.016
10 O -4.144 0.778 0.082
11 O 0.494 0.841 1.140
12 N 3.052 -2.241 -1.413
13 N 2.904 -1.079 1.118
14 N -2.719 4.735 -2.719
15 N -1.651 -1.130 -1.585
16 N 2.758 -1.950 -3.666
17 N 2.117 -1.728 2.056
18 C 2.091 2.258 2.298
19 C -0.904 6.201 -2.235
20 C -1.206 -3.221 2.113
21 C -1.972 3.721 -2.294
22 C 0.142 1.052 3.522
23 C -0.119 5.153 -1.800
24 C -0.669 3.880 -1.833
25 C -1.583 -2.106 -2.547
26 C 0.067 -2.865 2.545
27 C -3.878 -0.632 -2.480
28 C 0.489 -3.224 3.824
29 C 0.959 -2.085 1.653
30 C -2.192 5.953 -2.688
31 C 0.159 2.728 -1.366
32 C 2.509 -1.573 -2.407
33 C -2.914 -0.521 -1.490
34 C -3.133 0.217 -0.254
35 C 2.557 0.871 2.475
36 C -1.632 -4.283 4.226
37 C 4.030 0.896 0.358
38 C -2.501 -2.279 -3.529
39 C -3.659 -1.457 -3.558
40 C -2.052 -3.929 2.955
41 C -0.358 -3.930 4.659
42 C 1.059 1.201 2.342
43 C 3.176 0.148 1.325
44 H 2.869 0.537 3.462
45 H -2.419 2.735 -2.317
46 H 3.336 -2.745 -3.877
47 H 3.590 -3.075 -1.592
48 H 4.803 1.456 0.886
49 H -4.382 -1.549 -4.355
50 H -1.536 -2.946 1.120
51 H -3.043 -4.200 2.613
52 H -4.793 -0.071 -2.349
53 H 0.638 1.383 4.434
54 H -0.027 -4.205 5.652
55 H 2.235 -1.520 -4.408
56 H 4.488 0.217 -0.358
57 H 3.003 -1.870 -0.445
58 H 0.890 5.302 -1.441
59 H -2.814 6.770 -3.035
60 H -2.361 -3.076 -4.244
61 H 1.481 -2.941 4.148
62 H -0.753 1.656 3.369
63 H -0.151 0.007 3.635
64 H 3.410 1.620 -0.180
65 H -2.294 -4.832 4.883


# 8
Here is a structure of composition C26H22Br4CrN4O4S in a non-equilibrium geometry from the OMol25 dataset. Energies are from ωB97M-V/def2-TZVPD.

Values from the calculation:
- Relative energy (zero: lowest compared OMol25 entry of this formula, charge and spin): 118.3 kJ/mol
- E_HOMO (spin up / spin down): -4.3 / -4.3 eV
- Net charge: -1
- Spin multiplicity: 4

Cartesian coordinates (Å):
1 Br 1.483 0.364 -6.926
2 Br 3.145 -2.338 -5.950
3 Br 2.715 -3.472 -2.835
4 Br -0.603 1.834 -4.765
5 Cr -0.062 0.476 -0.171
6 S -1.053 -3.175 1.746
7 O -1.989 0.538 0.104
8 O 0.607 2.286 -0.144
9 O 0.843 -1.668 -1.290
10 O -0.413 0.523 -2.049
11 N -3.405 -2.623 0.677
12 N 0.146 -0.037 1.773
13 N 1.900 0.011 -0.078
14 N -1.637 -2.610 -0.790
15 C -3.996 1.155 1.138
16 C 1.439 2.614 -1.111
17 C 0.442 0.337 -4.257
18 C -2.861 0.827 3.642
19 C 2.542 1.803 -1.494
20 C -4.333 -2.090 -0.307
21 C 0.316 -0.092 -2.947
22 C 2.142 -1.062 0.863
23 C 1.816 -1.920 -3.451
24 C 0.995 -1.284 -2.508
25 C 1.280 -0.321 -5.174
26 C 1.286 3.844 -1.773
27 C -2.076 0.598 2.500
28 C -4.732 1.386 2.273
29 C 2.135 4.214 -2.791
30 C -2.459 -2.132 -1.896
31 C -4.172 1.223 3.549
32 C -2.638 0.758 1.205
33 C 2.810 0.587 -0.755
34 C 1.439 -0.629 2.150
35 C 3.199 3.397 -3.185
36 C -0.733 0.122 2.690
37 C -2.075 -2.763 0.452
38 C 3.402 2.210 -2.518
39 C 1.973 -1.444 -4.759
40 C -3.899 -2.560 -1.685
41 H -4.340 -0.998 -0.278
42 H -4.423 1.294 0.153
43 H -3.655 -2.614 1.651
44 H -5.765 1.699 2.180
45 H -2.386 -1.042 -1.960
46 H 3.829 0.194 -0.735
47 H 1.278 -1.483 2.810
48 H 4.221 1.557 -2.799
49 H -5.334 -2.446 -0.060
50 H -4.538 -2.125 -2.454
51 H 0.446 4.465 -1.489
52 H -2.405 0.680 4.615
53 H 1.959 5.147 -3.312
54 H -0.628 -2.594 -0.974
55 H 1.682 -1.972 0.474
56 H 3.210 -1.231 1.024
57 H -0.465 -0.147 3.715
58 H 3.842 3.688 -4.004
59 H -2.045 -2.549 -2.815
60 H -3.981 -3.648 -1.740
61 H 2.034 0.131 2.666
62 H -4.761 1.408 4.437